Computed, not measured: 16 unconnected molecules or ions with the total composition C82H177N9O39 in a non-equilibrium geometry, with ωB97M-V/def2-TZVPD.

```
307
Properties=species:S:1:pos:R:3:lowdin_charge:R:1
C 6.739 0.400 -4.384 0.004
C 6.518 0.846 -2.955 -0.221
C 5.115 0.598 -2.411 -0.064
O 5.177 -0.800 -2.169 0.069
C 6.400 -1.163 -1.842 -0.616
O 6.733 -2.209 -1.391 0.145
O 7.268 -0.171 -2.150 0.065
H 7.808 0.235 -4.495 0.097
H 6.370 1.089 -5.095 0.075
H 6.166 -0.511 -4.533 0.084
H 6.924 1.749 -2.706 0.115
H 4.382 0.897 -3.090 0.107
H 4.855 1.102 -1.472 0.102
C 1.585 4.800 -4.844 -0.005
C 1.357 3.304 -4.766 -0.316
C 0.565 2.752 -5.940 -0.058
O 1.098 1.429 -6.035 0.085
C 2.308 1.432 -5.518 -0.570
O 3.087 0.518 -5.499 0.122
O 2.604 2.596 -4.865 0.078
H 2.425 5.228 -4.279 0.089
H 0.746 5.298 -4.396 0.067
H 1.804 5.075 -5.882 0.089
H 0.890 2.998 -3.818 0.121
H 0.766 3.285 -6.841 0.128
H -0.471 2.651 -5.738 0.112
C 0.701 -1.605 1.598 0.001
C 0.006 -0.292 1.491 -0.249
C -1.511 -0.565 1.337 -0.071
O -1.852 -0.831 2.713 0.054
C -1.100 -0.066 3.512 -0.585
O -1.309 0.153 4.658 0.145
O -0.046 0.420 2.781 0.033
H 1.285 -1.873 0.685 0.087
H -0.071 -2.356 1.801 0.089
H 1.330 -1.606 2.471 0.079
H 0.434 0.435 0.774 0.131
H -1.816 -1.442 0.823 0.095
H -2.038 0.303 0.986 0.115
C 1.431 2.762 5.899 0.002
C 2.277 2.379 4.683 -0.292
C 1.927 2.985 3.312 -0.060
O 3.176 2.935 2.595 0.040
C 4.143 3.031 3.499 -0.588
O 5.246 3.366 3.281 0.167
O 3.696 2.707 4.766 0.063
H 1.498 3.831 6.212 0.088
H 1.638 2.094 6.758 0.073
H 0.399 2.477 5.588 0.093
H 2.250 1.295 4.556 0.137
H 1.584 4.064 3.420 0.124
H 1.141 2.404 2.753 0.134
C -5.753 2.026 -1.813 0.015
C -4.941 3.372 -1.959 -0.261
C -3.919 3.646 -0.862 -0.003
O -2.634 3.795 -1.630 0.051
C -2.804 3.483 -2.902 -0.566
O -1.904 3.466 -3.702 0.124
O -4.123 3.243 -3.127 0.070
H -5.066 1.186 -1.773 0.087
H -6.348 1.932 -2.701 0.078
H -6.407 2.066 -0.965 0.052
H -5.671 4.137 -2.136 0.143
H -3.836 2.771 -0.214 0.117
H -3.943 4.539 -0.319 0.114
C 4.394 -2.496 -6.588 -0.042
C 3.010 -2.616 -6.085 -0.316
C 1.833 -2.408 -7.097 -0.024
O 1.098 -3.677 -7.064 0.049
C 1.600 -4.474 -6.096 -0.572
O 0.984 -5.409 -5.683 0.140
O 2.769 -3.975 -5.619 0.062
H 4.522 -1.420 -6.750 0.083
H 4.523 -3.087 -7.528 0.103
H 5.120 -2.914 -5.859 0.101
H 3.003 -1.948 -5.183 0.129
H 2.123 -2.273 -8.073 0.101
H 1.166 -1.636 -6.743 0.121
C 7.736 -0.802 1.568 0.011
C 6.931 0.381 2.031 -0.296
C 7.702 1.423 2.839 -0.077
O 8.018 2.407 1.850 0.072
C 7.266 2.221 0.736 -0.588
O 7.281 2.901 -0.213 0.170
O 6.496 1.131 0.851 0.049
H 7.165 -1.396 0.844 0.059
H 7.917 -1.360 2.460 0.087
H 8.646 -0.455 1.108 0.103
H 6.020 0.123 2.475 0.084
H 8.675 1.013 3.202 0.149
H 7.152 1.871 3.632 0.100
C -7.645 -5.569 -0.127 -0.058
O -7.526 -5.772 -1.592 -0.203
C -6.989 -7.088 -1.865 -0.217
C -5.519 -7.249 -1.748 -0.212
N -4.694 -6.487 -2.646 -0.027
C -5.144 -6.530 -4.008 -0.201
C -3.958 -6.278 -4.888 -0.232
O -4.339 -6.207 -6.258 -0.181
C -3.276 -5.804 -7.062 -0.124
H -6.758 -5.895 0.375 0.071
H -8.462 -6.168 0.300 0.091
H -7.827 -4.557 0.045 0.030
H -7.277 -7.209 -2.883 0.099
H -7.634 -7.829 -1.311 0.139
H -5.360 -8.353 -1.873 0.125
H -5.108 -7.073 -0.779 0.110
H -4.535 -5.553 -2.403 0.074
H -5.883 -5.742 -4.290 0.129
H -5.425 -7.520 -4.309 0.128
H -3.192 -6.978 -4.747 0.107
H -3.456 -5.320 -4.628 0.117
H -3.574 -5.875 -8.103 0.083
H -2.395 -6.465 -6.950 0.101
H -3.063 -4.750 -6.875 0.081
C -0.185 8.705 -3.944 -0.050
O 0.272 7.568 -3.133 -0.201
C 0.470 7.943 -1.806 -0.241
C 0.768 6.644 -1.015 -0.205
N 0.626 6.728 0.414 -0.036
C -0.622 6.262 1.040 -0.204
C -0.709 6.818 2.408 -0.251
O -1.965 6.634 3.035 -0.173
C -1.911 7.323 4.235 -0.135
H 0.519 9.485 -3.834 0.073
H -1.163 8.997 -3.681 0.069
H -0.188 8.310 -4.949 0.085
H -0.467 8.414 -1.388 0.130
H 1.267 8.644 -1.586 0.114
H 1.806 6.404 -1.209 0.109
H 0.164 5.876 -1.432 0.098
H 1.431 6.308 0.866 0.085
H -0.793 5.162 1.038 0.108
H -1.517 6.648 0.547 0.125
H -0.486 7.872 2.356 0.119
H 0.055 6.306 3.094 0.135
H -2.917 7.272 4.582 0.079
H -1.576 8.343 4.169 0.091
H -1.386 6.753 4.998 0.084
C 4.151 -1.330 1.406 -0.090
O 3.825 -2.657 1.134 -0.198
C 4.925 -3.534 1.242 -0.221
C 4.572 -4.884 0.793 -0.207
N 3.292 -5.351 1.327 -0.033
C 3.384 -6.094 2.570 -0.225
C 1.972 -6.381 3.097 -0.215
O 1.296 -5.172 3.458 -0.215
C -0.102 -5.363 3.311 -0.111
H 4.984 -0.890 0.807 0.081
H 4.369 -1.187 2.502 0.088
H 3.262 -0.740 1.143 0.092
H 5.080 -3.586 2.375 0.138
H 5.778 -3.102 0.758 0.093
H 5.413 -5.546 1.054 0.133
H 4.597 -4.988 -0.271 0.108
H 2.656 -4.537 1.521 0.117
H 3.934 -5.633 3.383 0.108
H 3.793 -7.066 2.439 0.106
H 2.028 -7.140 3.926 0.137
H 1.455 -6.850 2.257 0.109
H -0.638 -4.425 3.461 0.077
H -0.548 -6.078 4.046 0.100
H -0.326 -5.711 2.297 0.080
C -4.460 -3.398 -0.062 -0.085
O -3.603 -4.098 -0.934 -0.199
C -2.281 -4.080 -0.492 -0.236
C -1.350 -4.991 -1.308 -0.188
N -1.751 -6.374 -1.250 -0.032
C -0.758 -7.405 -1.607 -0.189
C -1.293 -8.790 -1.447 -0.287
O -2.454 -8.929 -2.148 -0.199
C -2.938 -10.261 -2.107 -0.100
H -5.480 -3.461 -0.508 0.075
H -4.274 -2.345 -0.013 0.078
H -4.444 -3.853 0.927 0.094
H -2.269 -4.435 0.535 0.111
H -1.866 -3.049 -0.499 0.111
H -0.383 -4.986 -0.888 0.095
H -1.325 -4.521 -2.383 0.144
H -2.616 -6.621 -1.655 0.054
H 0.134 -7.315 -1.045 0.099
H -0.466 -7.324 -2.710 0.143
H -1.599 -8.964 -0.388 0.132
H -0.582 -9.601 -1.820 0.147
H -3.978 -10.262 -2.294 0.060
H -2.755 -10.705 -1.163 0.068
H -2.472 -10.978 -2.857 0.111
C 3.263 -1.607 9.760 -0.116
O 3.561 -1.364 8.409 -0.161
C 2.433 -0.825 7.763 -0.264
C 1.253 -1.690 7.454 -0.227
N 1.620 -2.857 6.661 -0.039
C 1.945 -2.507 5.274 -0.170
C 3.457 -2.424 4.993 -0.194
O 3.753 -1.147 4.509 -0.243
C 4.909 -0.519 4.999 -0.104
H 2.736 -0.738 10.149 0.083
H 4.112 -1.706 10.453 0.095
H 2.647 -2.469 9.894 0.076
H 2.726 -0.380 6.744 0.122
H 2.024 0.052 8.296 0.116
H 0.544 -0.974 6.996 0.118
H 0.785 -2.015 8.411 0.124
H 0.874 -3.529 6.663 0.098
H 1.452 -1.568 4.981 0.114
H 1.579 -3.360 4.701 0.092
H 3.764 -3.153 4.256 0.096
H 3.967 -2.726 5.930 0.135
H 5.159 0.403 4.434 0.076
H 5.777 -1.258 4.928 0.114
H 4.856 -0.273 6.076 0.089
C -8.275 -1.793 -0.528 -0.105
O -7.742 -1.539 -1.836 -0.199
C -7.663 -2.788 -2.558 -0.213
C -6.941 -2.543 -3.846 -0.161
N -5.550 -2.062 -3.529 -0.028
C -4.596 -2.321 -4.597 -0.210
C -3.187 -2.088 -4.063 -0.217
O -2.889 -0.740 -3.672 -0.212
C -2.968 0.149 -4.800 -0.093
H -9.241 -2.306 -0.480 0.087
H -8.358 -0.803 -0.073 0.075
H -7.568 -2.416 0.077 0.074
H -8.674 -3.042 -2.740 0.116
H -7.082 -3.456 -1.929 0.082
H -7.471 -1.846 -4.422 0.098
H -6.822 -3.499 -4.381 0.119
H -5.615 -1.139 -3.143 0.094
H -4.880 -1.734 -5.525 0.128
H -4.628 -3.365 -4.906 0.098
H -2.426 -2.372 -4.805 0.121
H -3.107 -2.719 -3.226 0.085
H -3.932 0.584 -4.849 0.060
H -2.891 -0.359 -5.861 0.128
H -2.181 0.906 -4.600 0.069
C 5.215 5.495 -1.297 -0.148
O 4.501 6.316 -0.500 -0.178
C 5.255 6.974 0.495 -0.239
C 4.425 7.946 1.286 -0.186
N 3.478 7.149 2.101 -0.052
C 4.043 6.571 3.313 -0.186
C 2.983 6.412 4.399 -0.198
O 2.218 7.611 4.648 -0.220
C 1.758 7.812 5.944 -0.121
H 4.530 4.782 -1.688 0.055
H 5.904 4.823 -0.704 0.096
H 5.721 6.034 -2.081 0.092
H 6.090 7.619 0.079 0.137
H 5.802 6.276 1.129 0.120
H 3.883 8.536 0.573 0.108
H 5.081 8.641 1.925 0.140
H 2.704 7.763 2.367 0.100
H 4.701 7.262 3.816 0.112
H 4.523 5.560 3.132 0.119
H 3.396 5.985 5.377 0.146
H 2.186 5.707 4.130 0.078
H 1.364 8.834 5.979 0.097
H 2.593 7.729 6.607 0.078
H 0.980 7.101 6.198 0.075
C -2.852 3.033 2.432 -0.118
O -3.704 1.983 2.143 -0.203
C -4.469 1.608 3.275 -0.216
C -5.608 0.731 2.845 -0.208
N -6.482 1.298 1.829 -0.033
C -7.672 1.945 2.364 -0.224
C -8.276 2.922 1.326 -0.211
O -7.311 3.896 0.979 -0.214
C -7.116 4.840 2.042 -0.083
H -2.147 3.217 1.647 0.073
H -2.261 2.817 3.309 0.090
H -3.409 3.918 2.644 0.083
H -4.909 2.497 3.701 0.111
H -3.821 1.079 4.037 0.142
H -6.206 0.560 3.801 0.140
H -5.207 -0.255 2.589 0.111
H -5.959 2.085 1.425 0.083
H -7.511 2.473 3.367 0.126
H -8.504 1.255 2.543 0.113
H -9.142 3.439 1.782 0.124
H -8.592 2.437 0.447 0.102
H -6.486 4.392 2.804 0.069
H -8.032 5.181 2.476 0.079
H -6.577 5.702 1.620 0.096
C 3.660 2.722 -0.053 -0.076
O 2.332 2.152 0.030 -0.188
C 1.453 2.972 -0.729 -0.211
C 0.293 2.185 -1.293 -0.186
N 0.918 1.155 -2.169 0.002
C -0.062 0.089 -2.370 -0.180
C 0.514 -1.258 -2.836 -0.201
O 1.088 -1.774 -1.677 -0.201
C 2.051 -2.773 -1.899 -0.083
H 3.638 3.650 0.439 0.070
H 4.019 2.808 -1.104 0.087
H 4.206 1.988 0.574 0.094
H 1.986 3.478 -1.549 0.124
H 1.002 3.722 -0.076 0.113
H -0.332 2.795 -1.954 0.095
H -0.283 1.800 -0.472 0.092
H 1.613 0.821 -1.545 0.077
H -0.819 0.361 -3.093 0.086
H -0.565 -0.195 -1.391 0.126
H 1.231 -1.085 -3.675 0.126
H -0.366 -1.869 -3.180 0.126
H 2.952 -2.365 -2.388 0.090
H 1.720 -3.596 -2.536 0.090
H 2.378 -3.229 -0.992 0.060
```

- 2S+1 = 1
- HOMO level (eV) = -8.039
- HOMO-LUMO gap (eV) = 8.418